200
Properties=species:S:1:pos:R:3:lowdin_charge:R:1 method="wB97M-V/def2-TZVPD" energy_ev=-167285.5167 homo_energy_ev="-11.69 / -11.69" s2=3.785 multiplicity=4 charge=+2 molar_mass_da=1333.63
Cr 0.619 1.657 2.065 0.98
C 0.617 -1.930 -0.475 -0.63
F 0.866 -1.201 -1.532 0.18
F -0.700 -1.907 -0.279 0.16
F 0.984 -3.175 -0.556 0.18
S 1.393 -1.200 1.121 0.76
O 0.337 -1.186 2.110 -0.31
O 2.541 -2.003 1.459 -0.24
N 1.703 0.536 0.873 -0.33
S 3.144 0.435 0.055 0.67
O 4.219 0.796 0.954 -0.24
O 3.332 -0.748 -0.737 -0.28
C 3.034 1.771 -1.250 -0.67
F 2.326 2.794 -0.789 0.14
F 4.237 2.149 -1.572 0.20
F 2.401 1.261 -2.294 0.16
C -4.890 -3.192 2.114 -0.03
C -5.568 -3.019 0.737 -0.48
C -4.515 -2.435 -0.261 -0.14
C -3.562 -3.488 -0.835 -0.17
C -4.344 -4.668 -1.368 -0.13
C -5.352 -5.275 -0.380 -0.50
N -6.202 -4.203 0.163 -0.09
O -7.131 -4.731 1.087 -0.01
C -6.283 -6.170 -1.234 -0.03
C -4.588 -6.112 0.658 -0.01
C -6.582 -1.867 0.799 -0.05
H -4.962 -2.242 2.648 0.08
H -3.820 -3.393 2.012 0.05
H -5.326 -3.984 2.719 0.08
H -5.056 -1.889 -1.036 0.10
H -3.877 -1.713 0.254 0.08
H -2.939 -3.792 0.015 0.08
H -2.867 -3.046 -1.551 0.11
H -3.674 -5.485 -1.648 0.12
H -4.898 -4.432 -2.280 0.12
H -5.695 -6.856 -1.845 0.09
H -6.941 -6.789 -0.618 0.08
H -6.983 -5.625 -1.870 0.09
H -4.003 -6.938 0.259 0.09
H -3.864 -5.448 1.144 0.04
H -5.230 -6.440 1.477 0.09
H -6.208 -0.970 1.301 0.07
H -7.407 -2.182 1.449 0.09
H -7.024 -1.547 -0.144 0.08
H -7.979 -4.638 0.636 0.11
C 4.927 1.397 6.110 -0.08
O 3.766 1.236 5.328 -0.23
C 3.179 -0.046 5.391 -0.18
C 2.412 -0.252 4.071 -0.13
N 1.340 0.818 3.895 -0.07
C 0.126 0.372 4.584 -0.16
C -0.943 1.468 4.576 -0.11
O -0.734 2.372 3.438 -0.29
C -1.457 3.560 3.749 -0.06
H 5.351 2.400 6.027 0.09
H 5.727 0.725 5.790 0.10
H 4.706 1.306 7.178 0.10
H 2.473 -0.036 6.231 0.13
H 3.910 -0.846 5.514 0.15
H 2.010 -1.263 4.125 0.13
H 3.162 -0.221 3.282 0.11
H 1.799 1.434 4.577 0.12
H 0.294 0.108 5.630 0.15
H -0.289 -0.519 4.121 0.09
H -0.921 2.023 5.514 0.14
H -1.944 1.051 4.479 0.13
H -2.525 3.386 3.891 0.12
H -1.442 4.282 2.934 0.07
H -1.002 4.086 4.589 0.12
C 1.859 -0.924 -7.942 -0.11
O 2.774 -0.429 -7.008 -0.23
C 2.935 0.982 -6.896 -0.19
C 4.448 1.284 -6.877 -0.19
N 5.255 0.330 -6.069 -0.04
C 4.973 0.387 -4.620 -0.21
C 6.082 -0.264 -3.828 -0.21
O 5.770 -0.069 -2.458 -0.23
C 6.893 -0.209 -1.606 -0.09
H 0.826 -0.616 -7.734 0.09
H 1.762 -2.002 -7.773 0.09
H 2.169 -0.780 -8.979 0.10
H 2.477 1.280 -5.951 0.11
H 2.520 1.535 -7.740 0.12
H 4.626 2.307 -6.531 0.11
H 4.868 1.259 -7.883 0.11
H 4.720 -0.490 -6.354 0.08
H 4.056 -0.206 -4.509 0.09
H 4.758 1.398 -4.268 0.12
H 7.042 0.157 -4.145 0.13
H 6.150 -1.335 -4.038 0.13
H 6.579 -0.080 -0.569 0.08
H 7.707 0.451 -1.904 0.09
H 7.168 -1.273 -1.611 0.09
C -5.188 5.576 -0.459 -0.08
O -4.994 4.306 -1.056 -0.20
C -5.224 3.226 -0.194 -0.24
C -5.221 1.948 -1.054 -0.19
N -3.945 1.868 -1.755 -0.05
C -3.926 0.706 -2.667 -0.18
C -2.834 0.922 -3.688 -0.22
O -1.611 0.451 -3.149 -0.20
C -0.522 0.745 -4.032 -0.07
H -4.355 5.755 0.232 0.08
H -6.143 5.636 0.069 0.10
H -5.192 6.309 -1.263 0.10
H -6.187 3.248 0.327 0.13
H -4.462 3.122 0.591 0.10
H -6.064 2.143 -1.732 0.13
H -5.449 1.054 -0.474 0.11
H -3.842 2.730 -2.276 0.09
H -4.903 0.581 -3.147 0.13
H -3.745 -0.225 -2.126 0.10
H -2.846 1.978 -3.980 0.13
H -3.092 0.337 -4.578 0.13
H -0.355 1.823 -4.037 0.08
H -0.801 0.340 -5.008 0.10
H 0.388 0.221 -3.753 0.06
C -2.329 -0.511 2.295 -0.05
O -1.455 0.480 1.722 -0.26
C -1.967 0.821 0.433 -0.17
C -0.986 1.636 -0.406 -0.15
N -0.347 2.679 0.436 -0.05
C -1.241 3.902 0.456 -0.13
C -1.385 4.608 -0.908 -0.17
O -0.180 4.376 -1.625 -0.23
C -0.169 4.871 -2.951 -0.07
H -2.363 -1.418 1.693 0.08
H -3.348 -0.127 2.371 0.11
H -1.887 -0.772 3.250 0.07
H -2.908 1.340 0.644 0.12
H -2.221 -0.047 -0.181 0.12
H -1.511 2.033 -1.272 0.11
H -0.287 0.969 -0.914 0.11
H 0.224 3.162 -0.279 0.09
H -0.684 4.602 1.084 0.09
H -2.229 3.849 0.914 0.12
H -1.402 5.697 -0.802 0.14
H -2.331 4.353 -1.394 0.11
H 0.672 4.410 -3.467 0.10
H -0.012 5.947 -3.071 0.09
H -1.105 4.618 -3.452 0.09
C 2.085 6.501 -0.222 -0.07
O 1.580 5.589 0.710 -0.19
C 2.032 5.854 2.012 -0.18
C 1.501 4.699 2.874 -0.10
N 1.919 3.351 2.311 -0.05
C 3.260 2.941 2.818 -0.17
C 4.482 3.582 2.168 -0.18
O 4.179 3.869 0.817 -0.24
C 5.253 4.532 0.168 -0.07
H 3.178 6.513 -0.299 0.09
H 1.755 7.519 0.023 0.11
H 1.744 6.354 -1.247 0.09
H 1.590 6.763 2.429 0.15
H 3.122 5.871 2.070 0.12
H 0.423 4.811 2.800 0.08
H 1.777 4.790 3.924 0.14
H 2.245 3.767 1.421 0.09
H 3.394 1.867 2.873 0.07
H 3.290 3.173 3.886 0.12
H 5.330 2.908 2.310 0.14
H 4.682 4.556 2.633 0.13
H 6.176 3.966 0.286 0.11
H 5.400 5.573 0.482 0.10
H 4.947 4.639 -0.873 0.09
C -3.175 -4.679 4.451 -0.04
C -1.673 -4.947 4.573 -0.44
C -0.785 -3.953 3.868 -0.19
O -1.075 -3.812 2.471 -0.24
C -0.901 -4.993 1.669 -0.07
N -1.359 -4.913 6.019 0.03
H -3.759 -5.117 5.259 0.09
H -3.586 -4.858 3.460 0.04
H -3.304 -3.608 4.660 0.08
H -1.454 -5.953 4.193 0.13
H 0.267 -4.222 4.012 0.13
H -1.038 -2.933 4.167 0.11
H -1.600 -5.724 2.077 0.08
H 0.136 -5.324 1.750 0.10
H -1.175 -4.794 0.637 0.07
H -1.792 -5.751 6.389 0.08
H -0.365 -4.951 6.210 0.07
C 4.407 -3.356 -0.264 -0.05
C 3.403 -3.787 -1.345 -0.42
C 3.551 -3.063 -2.665 -0.18
O 2.381 -3.308 -3.458 -0.17
C 2.177 -2.361 -4.449 -0.14
N 3.607 -5.226 -1.506 0.05
H 5.440 -3.667 -0.412 0.08
H 3.979 -3.698 0.676 0.07
H 4.462 -2.263 -0.178 0.04
H 2.388 -3.520 -1.039 0.08
H 4.430 -3.395 -3.227 0.14
H 3.565 -1.977 -2.509 0.09
H 2.923 -2.371 -5.257 0.09
H 2.155 -1.349 -4.020 0.06
H 1.256 -2.491 -5.023 0.09
H 2.993 -5.564 -2.250 0.07
H 4.510 -5.353 -1.963 0.07

121
Properties=species:S:1:pos:R:3:lowdin_charge:R:1 method="wB97M-V/def2-TZVPD" energy_ev=-155320.8898 homo_energy_ev=-11.69 multiplicity=1 charge=+1 molar_mass_da=1214.19
C 8.364 -4.848 1.093 -0.08
O 9.495 -5.561 0.607 -0.12
C 9.128 -6.524 -0.305 -0.26
N 8.632 -7.780 0.384 -0.31
Cl 9.756 -9.061 -0.009 0.77
C 7.344 -8.145 0.083 -0.47
N 7.026 -9.487 -0.092 -0.13
P 6.582 -10.263 1.399 0.70
N 7.138 -9.431 2.595 -0.25
N 6.427 -7.226 0.026 0.14
C 4.996 -7.432 -0.219 -0.15
C 4.231 -6.193 0.251 -0.22
C 3.869 -6.296 1.741 -0.52
S 4.738 -5.063 2.773 0.74
H 7.898 -4.294 0.279 0.07
H 7.657 -5.475 1.642 0.07
H 8.732 -4.115 1.801 0.11
H 9.992 -6.758 -0.907 0.11
H 8.359 -6.112 -0.964 0.14
H 6.346 -9.601 -0.840 0.11
H 5.185 -10.413 1.458 0.01
H 7.196 -11.514 1.317 0.01
H 6.393 -9.138 3.215 -0.02
H 6.715 -6.267 0.189 0.11
H 4.652 -8.331 0.278 0.10
H 4.831 -7.578 -1.285 0.13
H 4.857 -5.326 0.047 0.08
H 3.338 -6.090 -0.354 0.12
H 2.817 -6.077 1.868 0.06
H 4.072 -7.280 2.139 0.06
H 5.469 -5.893 3.527 -0.15
C 7.094 0.126 0.723 -0.02
C 5.847 -0.020 1.565 -0.29
O 5.267 -1.215 1.042 0.12
C 6.286 -1.966 0.563 -0.56
O 6.196 -3.126 0.293 0.09
O 7.411 -1.249 0.440 0.09
F 4.988 1.003 1.380 0.09
H 6.888 0.652 -0.210 0.14
H 7.912 0.614 1.243 0.15
H 6.029 -0.148 2.633 0.18
C 4.028 -1.652 -2.102 -0.06
C 3.390 -1.389 -3.446 -0.31
O 3.333 0.028 -3.471 0.15
C 4.353 0.494 -2.704 -0.53
O 4.752 1.607 -2.704 0.19
O 4.865 -0.503 -1.932 0.05
F 2.139 -1.893 -3.518 0.09
H 3.290 -1.688 -1.299 0.15
H 4.620 -2.564 -2.083 0.13
H 3.966 -1.742 -4.303 0.18
C 1.863 1.174 2.004 -0.06
C 0.409 1.521 1.800 -0.32
O -0.166 1.149 3.050 0.13
C 0.807 1.274 3.997 -0.55
O 0.618 1.288 5.164 0.19
O 2.028 1.384 3.409 0.07
F -0.157 0.774 0.822 0.08
H 2.066 0.127 1.768 0.14
H 2.534 1.808 1.431 0.13
H 0.227 2.570 1.614 0.14
C -3.102 4.889 -0.716 -0.03
C -3.406 3.415 -0.588 -0.31
O -2.135 2.823 -0.838 0.14
C -1.193 3.718 -0.455 -0.55
O -0.045 3.457 -0.286 0.15
O -1.734 4.940 -0.279 0.09
F -4.280 2.996 -1.528 0.09
H -3.169 5.224 -1.751 0.15
H -3.733 5.514 -0.092 0.12
H -3.760 3.105 0.395 0.17
C -5.438 -0.288 0.804 -0.04
C -6.646 -0.950 0.177 -0.31
O -7.571 0.122 0.106 0.13
C -6.855 1.276 0.005 -0.54
O -7.301 2.320 -0.326 0.18
O -5.557 1.057 0.325 0.05
F -7.153 -1.929 0.960 0.08
H -5.495 -0.295 1.893 0.15
H -4.495 -0.727 0.490 0.14
H -6.479 -1.346 -0.825 0.18
C -9.686 1.735 -2.221 -0.05
C -10.654 2.820 -2.618 -0.31
O -10.525 2.839 -4.036 0.14
C -10.167 1.585 -4.424 -0.55
O -10.216 1.180 -5.536 0.17
O -9.746 0.859 -3.358 0.07
F -10.282 4.033 -2.134 0.08
H -8.676 2.118 -2.110 0.12
H -9.974 1.217 -1.310 0.14
H -11.687 2.621 -2.342 0.15
C -10.751 4.326 1.633 -0.04
C -12.102 4.447 2.301 -0.31
O -12.993 4.353 1.200 0.14
C -12.374 3.617 0.239 -0.54
O -12.916 3.130 -0.698 0.17
O -11.057 3.495 0.509 0.06
F -12.269 5.645 2.908 0.08
H -10.385 5.291 1.283 0.15
H -9.995 3.867 2.265 0.13
H -12.329 3.653 3.013 0.17
C -5.491 7.491 3.356 -0.04
C -5.561 7.198 1.874 -0.31
O -6.063 5.874 1.851 0.12
C -6.815 5.703 2.979 -0.54
O -7.577 4.815 3.153 0.18
O -6.569 6.697 3.863 0.08
F -4.337 7.217 1.288 0.07
H -4.550 7.147 3.787 0.15
H -5.636 8.540 3.596 0.14
H -6.233 7.847 1.312 0.18
C 5.361 4.707 -3.356 -0.06
C 4.719 5.001 -4.693 -0.32
O 4.665 6.415 -4.699 0.13
C 5.692 6.869 -3.922 -0.55
O 6.090 7.981 -3.911 0.19
O 6.196 5.856 -3.171 0.07
F 3.461 4.505 -4.778 0.08
H 4.620 4.659 -2.559 0.14
H 5.948 3.795 -3.353 0.12
H 5.292 4.660 -5.557 0.17

33
Properties=species:S:1:pos:R:3:nbo_charge:R:1 method="wB97M-V/def2-TZVPD" energy_ev=-36770.6898 homo_energy_ev=-8.95 smiles=CCCB(CCC)Sc1ccc(Cl)cc1 multiplicity=1 molar_mass_da=240.61 e_above_lowest_kj_mol=0.0
Cl 3.721 4.930 0.389 0.00
S 0.290 -0.277 1.234 0.05
B -0.063 -1.319 -0.213 0.68
C 3.424 2.218 0.774 -0.21
C 1.409 3.543 0.817 -0.23
C 2.649 1.087 0.934 -0.21
C 0.653 2.400 0.953 -0.20
C 2.781 3.480 0.711 -0.02
C 1.279 1.170 1.009 -0.17
C -1.933 -2.349 2.210 -0.61
C -1.626 0.651 -1.848 -0.61
C -0.907 -2.684 -0.137 -0.77
C 0.460 -0.801 -1.580 -0.81
C -2.199 -2.564 0.680 -0.38
C -0.678 -0.380 -2.477 -0.39
H 4.492 2.182 0.758 0.23
H 0.945 4.505 0.777 0.23
H 3.063 0.096 0.941 0.23
H -0.440 2.437 1.011 0.23
H -2.862 -2.065 2.693 0.21
H -1.517 -3.239 2.683 0.20
H -1.252 -1.521 2.354 0.21
H -2.183 0.247 -0.992 0.20
H -1.059 1.526 -1.472 0.20
H -2.308 1.089 -2.573 0.22
H -0.252 -3.402 0.345 0.24
H -1.069 -3.002 -1.178 0.23
H 1.172 0.004 -1.268 0.22
H 1.123 -1.552 -2.040 0.24
H -2.852 -3.448 0.537 0.20
H -2.722 -1.707 0.236 0.19
H -0.306 0.006 -3.433 0.21
H -1.233 -1.262 -2.838 0.20

7
Properties=species:S:1:pos:R:3:nbo_charge:R:1 method="wB97M-V/def2-TZVPD" energy_ev=-19048.5274 homo_energy_ev="-10.01 / -10.01" multiplicity=1 molar_mass_da=98.08 e_above_lowest_kj_mol=547.2
O -1.518 2.156 0.146 -0.22
O 0.833 -1.464 -1.269 -0.46
O -0.544 2.650 0.773 -0.16
O 0.126 -1.522 -0.013 -0.46
S 0.332 1.812 1.739 0.38
H 0.648 -2.271 0.475 0.46
H 0.123 -1.361 -1.851 0.46

10
Properties=species:S:1:pos:R:3:nbo_charge:R:1 method="wB97M-V/def2-TZVPD" energy_ev=-35728.6683 homo_energy_ev="-8.21 / -8.74" multiplicity=1 molar_mass_da=439.74 e_above_lowest_kj_mol=18.7
C 0.464 0.775 0.224 -0.56
C 1.471 -0.301 -0.222 -0.67
P -1.215 0.150 0.143 0.55
I -2.566 2.116 0.486 0.01
I -1.564 -0.355 -2.110 0.04
I -2.652 -1.941 1.340 -0.27
H 0.861 1.200 1.100 0.22
H 2.036 -0.597 0.694 0.22
H 0.977 -1.189 -0.733 0.22
H 2.187 0.141 -0.923 0.24

96
Properties=species:S:1:pos:R:3:lowdin_charge:R:1 method="wB97M-V/def2-TZVPD" energy_ev=-61067.2313 homo_energy_ev=-11.46 multiplicity=1 charge=+1 molar_mass_da=719.52 e_above_lowest_kj_mol=256.3
Cs 0.014 -0.170 0.010 1.11
O -0.151 0.785 3.066 -0.12
H -0.410 1.674 2.823 -0.02
H -0.264 0.754 4.016 0.05
O -1.481 3.007 2.793 -0.02
H -2.101 2.962 3.522 0.07
H -1.933 3.522 2.125 0.07
O 3.172 0.068 0.164 -0.12
H 3.548 -0.495 0.839 -0.01
H 3.891 0.224 -0.448 0.06
O -2.942 -1.831 0.001 -0.08
H -2.523 -2.201 0.778 0.02
H -2.910 -2.535 -0.647 -0.01
O 2.580 2.967 0.831 -0.04
H 2.785 2.108 1.200 0.01
H 2.905 3.591 1.480 0.05
C 0.144 -4.199 0.860 -0.14
C 0.547 -4.312 -0.670 -0.19
O 1.353 -3.153 -0.967 -0.12
O -0.569 -2.939 1.171 -0.20
H 1.059 -4.166 1.451 0.10
H -0.411 -5.130 0.977 0.12
H -0.295 -4.498 -1.336 0.10
H 1.295 -5.102 -0.740 0.12
H 1.525 -3.476 -1.854 0.08
H -0.227 -2.572 1.989 0.01
C -1.296 3.614 -2.203 -0.23
C -2.005 5.046 -2.110 -0.20
O -3.402 4.971 -1.846 -0.07
O -1.159 3.061 -0.938 -0.11
H -0.252 3.755 -2.484 0.10
H -1.850 2.977 -2.893 0.12
H -1.919 5.440 -3.123 0.11
H -1.545 5.711 -1.380 0.11
H -3.953 5.368 -2.525 0.08
H -0.470 3.420 -0.375 0.06
C 4.274 -2.628 2.300 -0.22
C 4.071 -3.440 0.991 -0.24
O 5.264 -3.956 0.460 -0.04
O 4.667 -1.351 2.002 -0.06
H 5.114 -3.121 2.789 0.13
H 3.375 -2.588 2.914 0.12
H 3.623 -2.799 0.231 0.10
H 3.314 -4.209 1.143 0.10
H 5.100 -4.537 -0.287 0.09
H 5.587 -1.462 1.753 0.12
C -2.057 -3.596 -4.122 -0.18
C -2.052 -2.762 -2.814 -0.29
O -2.382 -3.543 -1.801 -0.05
O -3.397 -3.590 -4.656 -0.07
H -1.750 -4.632 -3.984 0.12
H -1.543 -3.202 -5.000 0.12
H -2.667 -1.864 -2.855 0.15
H -1.072 -2.288 -2.860 0.10
H -2.183 -4.470 -1.950 0.12
H -3.971 -3.325 -3.935 0.08
C -5.234 0.444 1.662 -0.23
C -4.054 1.200 2.256 -0.24
O -3.025 0.261 2.372 -0.09
O -5.088 0.147 0.286 -0.06
H -6.120 1.077 1.706 0.12
H -5.491 -0.485 2.170 0.12
H -4.209 1.515 3.288 0.12
H -3.687 2.037 1.662 0.11
H -2.397 0.598 3.016 0.04
H -4.359 -0.475 0.229 0.02
C 0.754 -0.005 -3.903 -0.21
C 1.707 1.193 -4.474 -0.24
O 1.180 1.874 -5.522 -0.05
O -0.030 0.562 -2.907 -0.21
H 1.351 -0.826 -3.505 0.11
H 0.127 -0.477 -4.660 0.11
H 2.555 0.662 -4.906 0.11
H 1.980 1.947 -3.736 0.12
H 0.448 1.369 -5.884 0.09
H -0.489 1.330 -3.253 0.07
C 2.969 6.370 -1.643 -0.22
C 1.765 6.061 -0.690 -0.25
O 1.125 4.882 -0.920 -0.09
O 4.218 6.165 -1.030 -0.06
H 2.846 7.427 -1.879 0.11
H 2.858 5.796 -2.562 0.13
H 0.987 6.788 -0.924 0.12
H 2.012 6.068 0.372 0.12
H 1.782 4.188 -0.832 0.07
H 4.317 6.859 -0.374 0.09
C 0.496 -2.746 4.927 -0.17
C -0.778 -3.477 5.667 -0.21
O -1.923 -2.826 5.263 -0.06
O 0.397 -2.219 3.616 -0.09
H 1.283 -3.461 5.165 0.10
H 0.837 -1.823 5.395 0.11
H -0.649 -3.420 6.748 0.12
H -1.013 -4.506 5.397 0.12
H -2.416 -3.547 4.864 0.09
H 0.905 -1.407 3.667 0.07